{"formula": "C22H23F10InN6O3", "method": "ωB97M-V with the def2-TZVPD basis set", "spin_multiplicity": 1, "e_homo_ha": -0.2639, "max_force_ev_per_a": 0.43, "lumo_energy_ev": 0.056, "elements": ["In", "C", "N", "C", "C", "N", "C", "C", "F", "C", "F", "C", "F", "C", "F", "C", "F", "C", "C", "N", "C", "C", "F", "C", "F", "C", "F", "C", "F", "C", "F", "H", "H", "H", "H", "H", "H", "H", "H", "H", "H", "H", "C", "O", "C", "O", "N", "N", "H", "H", "H", "H", "H", "H", "N", "C", "O", "C", "C", "H", "H", "H", "H", "H", "H"], "xyz": [[-1.327633, 0.124482, 0.179913], [1.701549, 1.362472, 0.269223], [1.007388, 0.151017, 0.734098], [0.845223, 0.188459, 2.202911], [0.042253, 1.391977, 2.673632], [-1.103199, 1.612491, 1.803558], [-1.910256, 2.685056, 2.038412], [-1.880066, 3.546600, 3.157431], [-1.022723, 3.333904, 4.178315], [-2.725393, 4.630627, 3.310785], [-2.624549, 5.381674, 4.408225], [-3.675496, 4.941984, 2.364609], [-4.489853, 5.990033, 2.516254], [-3.757890, 4.127640, 1.253853], [-4.656133, 4.388270, 0.302736], [-2.914036, 3.051129, 1.115758], [-3.048694, 2.317826, -0.003567], [1.719965, -1.110035, 0.372623], [2.640285, -1.070313, -0.845655], [2.000132, -0.730307, -2.103960], [2.597592, -0.150025, -3.185894], [1.887276, -0.054333, -4.391167], [0.650772, -0.583116, -4.442963], [2.370862, 0.545425, -5.531117], [1.604993, 0.598377, -6.620804], [3.643376, 1.079328, -5.552502], [4.126293, 1.667105, -6.648372], [4.395487, 0.987267, -4.402469], [5.630516, 1.483043, -4.379603], [3.891485, 0.392052, -3.259113], [4.727601, 0.355672, -2.202701], [2.696865, 1.450302, 0.718800], [1.109828, 2.233736, 0.542603], [1.779472, 1.353791, -0.814193], [1.827988, 0.210882, 2.689199], [0.339024, -0.730475, 2.497451], [0.690261, 2.275914, 2.702202], [-0.249540, 1.184918, 3.705931], [0.978241, -1.902860, 0.285098], [2.390078, -1.377283, 1.196662], [3.088289, -2.068584, -0.905175], [3.446421, -0.380135, -0.634188], [-2.853934, 0.812220, -4.615587], [-2.133766, 1.498859, -3.594549], [-1.598322, 0.803524, -2.590928], [-1.014798, 1.424723, -1.684309], [-1.705233, -0.529302, -2.582140], [-0.904516, -1.208106, -1.606233], [-3.316126, 1.583449, -5.221591], [-3.630154, 0.177027, -4.187642], [-2.179946, 0.224040, -5.241836], [-1.851409, -1.002510, -3.456857], [1.016936, -1.017876, -2.182109], [-1.346830, -2.110520, -1.475458], [-2.535594, -3.724067, 2.190341], [-2.305743, -2.604432, 1.476977], [-1.191669, -2.072186, 1.484848], [-3.458232, -2.077137, 0.649218], [-3.415304, -0.565481, 0.485259], [-1.792623, -4.112422, 2.745117], [-3.445183, -4.143419, 2.235010], [-4.397804, -2.431771, 1.084681], [-3.358933, -2.560805, -0.328611], [-3.800471, -0.063425, 1.374689], [-4.018301, -0.253274, -0.366330]], "forces_ev_per_a": [[-0.2, -0.1, 0.3], [-0.1, 0.0, 0.0], [0.0, -0.2, -0.1], [0.0, 0.1, 0.0], [-0.1, 0.2, -0.1], [0.1, -0.2, -0.2], [-0.1, 0.1, 0.1], [0.0, -0.1, -0.1], [0.1, 0.0, 0.1], [0.0, 0.0, 0.0], [0.0, 0.1, 0.2], [0.0, 0.0, 0.0], [-0.1, 0.1, 0.0], [0.0, 0.0, 0.0], [-0.1, 0.0, -0.1], [0.2, -0.1, 0.1], [0.0, -0.1, -0.2], [-0.1, 0.2, -0.1], [0.0, 0.0, -0.1], [-0.2, 0.0, 0.2], [0.2, 0.0, -0.1], [0.0, 0.0, 0.1], [-0.2, 0.0, 0.1], [0.0, 0.0, 0.0], [-0.1, 0.0, -0.1], [0.0, 0.0, 0.0], [0.0, 0.0, -0.1], [0.0, 0.0, 0.0], [0.1, 0.0, 0.0], [-0.1, -0.1, 0.1], [0.0, 0.0, 0.1], [0.0, 0.0, 0.0], [0.0, 0.0, 0.0], [0.0, 0.0, 0.0], [0.0, 0.0, 0.0], [0.1, 0.0, 0.0], [0.0, 0.0, 0.0], [0.0, 0.0, 0.0], [0.0, 0.0, 0.0], [0.0, 0.0, 0.1], [0.1, 0.0, 0.0], [0.1, 0.1, -0.1], [0.0, 0.0, 0.0], [0.0, 0.0, 0.0], [0.3, 0.1, -0.1], [-0.4, -0.2, 0.0], [0.1, -0.1, 0.1], [0.3, 0.2, 0.0], [0.0, 0.0, 0.0], [0.0, 0.0, 0.0], [0.0, 0.0, 0.0], [0.0, 0.0, -0.1], [0.1, 0.1, 0.0], [-0.2, 0.0, 0.0], [0.1, 0.1, 0.0], [0.1, 0.0, 0.1], [-0.1, 0.0, -0.1], [0.0, 0.2, 0.0], [0.4, 0.1, -0.1], [0.0, 0.0, 0.0], [-0.1, 0.0, 0.0], [0.0, -0.1, 0.0], [0.0, 0.0, 0.0], [0.0, 0.0, 0.0], [-0.1, 0.0, 0.0]], "mulliken_charge": [1.988, -1.124, 0.818, -1.310, -1.034, -0.194, -0.020, 0.487, -0.342, -0.032, -0.306, 0.793, -0.320, -0.242, -0.301, 0.099, -0.213, -0.539, -1.280, 0.033, 0.003, 0.045, -0.403, -0.002, -0.306, 0.735, -0.308, 0.046, -0.298, 0.902, -0.343, 0.400, 0.364, 0.090, 0.546, 0.404, 0.505, 0.568, 0.119, 0.513, 0.230, 0.579, -0.891, -0.357, 0.763, -0.702, -0.087, -0.930, 0.265, 0.355, 0.307, 0.336, 0.088, 0.116, -0.427, 0.555, -0.607, -0.691, -1.382, 0.247, 0.198, 0.467, 0.227, 0.405, 0.389]}

{"formula": "C22H23F3N", "method": "ωB97M-V with the def2-TZVPD basis set", "spin_multiplicity": 1, "e_homo_ha": -0.4256, "max_force_ev_per_a": 2.98, "lumo_energy_ev": -5.013, "total_charge": 1, "elements": ["C", "C", "C", "C", "N", "C", "C", "C", "C", "C", "H", "H", "H", "H", "H", "H", "H", "H", "H", "H", "H", "H", "H", "H", "H", "F", "C", "C", "C", "F", "C", "C", "C", "C", "C", "C", "C", "C", "F", "C", "C", "H", "H", "H", "H", "H", "H", "H", "H"], "xyz": [[-2.082326, -2.401641, 1.085311], [-2.073175, -0.879407, 0.756735], [-0.624471, -0.466688, 0.781089], [0.184409, -1.557379, 1.127616], [1.504765, -1.527403, 1.362197], [2.274857, -2.730850, 1.609978], [3.740606, -2.290080, 1.618248], [3.749619, -0.746188, 1.432912], [2.295089, -0.321788, 1.215228], [-0.612355, -2.844713, 1.303914], [-2.652672, -2.554605, 2.004179], [-2.589486, -3.001284, 0.316653], [-2.528952, -0.700448, -0.229470], [-2.644048, -0.298869, 1.506131], [-0.330689, 0.560461, 1.157398], [1.997729, -3.202099, 2.562973], [2.101119, -3.479687, 0.822738], [4.226633, -2.569239, 2.560372], [4.282081, -2.769142, 0.803724], [4.164744, -0.245369, 2.310010], [4.361364, -0.465846, 0.569748], [2.201237, 0.108871, 0.209245], [1.984647, 0.470719, 1.913996], [-0.479325, -3.320930, 2.295071], [-0.330562, -3.618933, 0.575014], [-4.736701, 1.456680, -2.742846], [-3.519517, 0.803580, -2.779346], [-3.430451, -0.405527, -3.478841], [-2.204812, -1.073630, -3.463930], [-2.071491, -2.204995, -4.236341], [-1.123171, -0.608332, -2.738170], [-1.256191, 0.578960, -1.960492], [-0.249542, 0.815554, -0.972947], [0.083980, 2.156893, -0.519316], [1.431634, 2.625837, -0.521741], [1.782611, 3.831772, 0.082711], [0.792770, 4.639070, 0.659243], [-0.526959, 4.165544, 0.665919], [-1.505875, 4.988457, 1.176202], [-0.891853, 2.932646, 0.142489], [-2.439201, 1.367630, -2.116003], [-4.272663, -0.767558, -4.051948], [-0.197566, -1.196870, -2.700534], [0.577944, 0.102121, -1.004226], [2.205697, 1.999387, -0.960854], [2.832220, 4.157038, 0.104577], [1.030217, 5.621458, 1.071212], [-1.903321, 2.537093, 0.297323], [-2.528604, 2.329736, -1.623171]], "forces_ev_per_a": [[-0.3, 0.0, 0.3], [-0.3, -0.1, 0.2], [-0.4, 3.0, -0.1], [1.6, -1.0, 0.4], [-2.2, 0.1, -0.7], [0.5, -0.8, 0.2], [0.3, 0.3, 0.1], [0.2, -0.2, 0.2], [0.6, 0.8, -0.4], [-0.4, 0.2, -0.3], [0.1, -0.1, -0.1], [0.3, 0.3, 0.1], [0.1, 0.1, 0.3], [0.1, -0.3, -0.4], [-0.4, -1.6, 0.1], [-0.1, 0.2, -0.2], [-0.1, 0.3, 0.2], [-0.1, 0.0, -0.3], [0.0, 0.0, 0.1], [0.0, -0.1, -0.1], [-0.1, 0.0, 0.2], [-0.2, -0.3, 0.3], [-0.1, -0.4, 0.0], [0.2, 0.5, -0.4], [0.2, 0.3, 0.1], [1.6, -0.8, -0.2], [-0.7, 0.3, -0.2], [0.2, 0.4, 0.2], [-0.1, -0.3, -0.9], [-0.1, 1.2, 1.0], [-0.1, -0.1, 0.7], [-1.6, -0.9, -1.2], [1.6, -1.3, 0.0], [0.6, 1.0, 1.7], [-0.7, -0.5, 0.2], [-0.3, 0.1, -0.1], [-0.4, -0.4, -0.2], [-0.2, 1.0, 0.1], [1.0, -1.0, -0.4], [0.1, 0.0, 0.0], [0.4, -0.8, 0.7], [0.0, -0.1, 0.1], [-0.5, 0.2, 0.0], [0.0, 0.8, -0.8], [-0.1, 0.2, 0.0], [-0.6, -0.2, -0.1], [-0.2, -0.4, 0.0], [0.4, 0.4, -0.1], [-0.2, -0.2, -0.2]], "mulliken_charge": [-0.978, -0.331, 0.119, 0.357, 0.129, -0.689, -0.581, -0.647, -0.057, -0.645, 0.242, 0.377, -0.240, 0.403, 0.521, 0.318, 0.360, 0.282, 0.279, 0.328, 0.309, -0.166, 0.291, 0.375, 0.339, -0.304, 0.276, -0.632, 0.341, -0.305, -0.711, -0.056, -0.097, 0.111, -0.418, -0.803, -0.533, -0.006, -0.313, -0.359, -0.431, 0.493, 0.450, 0.647, 0.568, 0.407, 0.456, 0.688, 0.836]}

{"formula": "C22H23F5GeN3O3SZr", "method": "ωB97M-V with the def2-TZVPD basis set", "spin_multiplicity": 1, "e_homo_ha": -0.4063, "max_force_ev_per_a": 1.07, "lumo_energy_ev": -3.712, "total_charge": 1, "elements": ["Zr", "C", "C", "O", "C", "C", "C", "N", "N", "C", "O", "C", "C", "C", "C", "C", "C", "H", "H", "H", "H", "H", "H", "H", "H", "H", "H", "H", "H", "F", "C", "C", "F", "C", "F", "C", "S", "C", "F", "C", "F", "O", "N", "C", "Ge", "C", "C", "C", "H", "H", "H", "H", "H", "H", "H", "H", "H", "H", "H"], "xyz": [[0.291907, -0.432707, -0.632553], [-0.731131, -1.679975, -4.699653], [-1.025397, -1.365215, -3.277296], [-0.000282, -1.006217, -2.548887], [-2.266849, -1.462977, -2.714128], [-2.622486, -1.222022, -1.352328], [-3.990569, -1.679800, -0.957458], [-1.826133, -0.625413, -0.473948], [-2.369348, -0.470629, 0.834879], [-1.448672, -0.156094, 1.674375], [-0.181898, -0.004174, 1.292030], [-1.747412, 0.019320, 3.108307], [-3.064285, -0.007807, 3.565060], [-3.327592, 0.156844, 4.912847], [-2.282069, 0.345609, 5.809521], [-0.971400, 0.368749, 5.358143], [-0.701601, 0.207815, 4.006706], [-0.072488, -0.918009, -5.115881], [-1.637211, -1.757765, -5.294553], [-0.195355, -2.631251, -4.744655], [-3.067917, -1.824955, -3.342541], [-4.687732, -1.485721, -1.771456], [-4.334713, -1.233931, -0.033887], [-3.948593, -2.765094, -0.825775], [-3.871468, -0.157548, 2.861424], [-4.349257, 0.136440, 5.268078], [-2.493206, 0.471689, 6.863474], [-0.157851, 0.507544, 6.057599], [0.317907, 0.215254, 3.647765], [6.445956, -3.311193, -0.798537], [5.133411, -3.219209, -0.638020], [4.518529, -1.977528, -0.605964], [5.215240, -0.854170, -0.732489], [3.153108, -1.964676, -0.443980], [2.552005, -0.694188, -0.403889], [2.326830, -3.057050, -0.302659], [0.569588, -2.927571, -0.042339], [2.985877, -4.281515, -0.341841], [2.303948, -5.413372, -0.212687], [4.361600, -4.365899, -0.505098], [4.951483, -5.551328, -0.536298], [0.475083, 1.679889, -1.100611], [-0.080028, 1.915465, -2.445972], [0.911407, 2.958605, 1.586669], [1.132417, 3.316240, -0.284578], [2.931893, 3.311066, -0.952354], [0.011083, 4.718601, -0.962162], [-1.327599, 2.098086, -2.372336], [1.248576, 3.840721, 2.135722], [1.498897, 2.105357, 1.919552], [-0.133009, 2.778814, 1.837489], [3.469044, 4.200256, -0.618865], [2.927081, 3.303789, -2.041964], [3.476727, 2.436947, -0.595610], [0.380025, 5.663677, -0.557283], [-1.024289, 4.608807, -0.640081], [0.055616, 4.781325, -2.047494], [-1.813421, 2.278593, -3.325599], [-1.894003, 2.079485, -1.445948]], "forces_ev_per_a": [[0.6, -0.8, 0.3], [0.0, -0.1, -0.1], [0.0, 0.1, 0.3], [-0.2, 0.4, 0.3], [-0.2, -0.1, -0.1], [-0.1, 0.2, 0.0], [0.0, 0.0, -0.1], [-0.3, -0.4, 0.2], [0.0, 0.0, -0.4], [0.1, 0.0, 0.2], [-0.2, 0.0, -0.6], [0.0, 0.1, -0.1], [0.0, 0.0, 0.0], [0.0, 0.0, 0.0], [0.0, 0.0, 0.0], [0.0, 0.0, 0.0], [0.0, 0.0, 0.1], [0.0, 0.0, 0.0], [0.0, 0.0, 0.0], [0.0, 0.0, 0.0], [0.0, 0.0, 0.0], [0.0, 0.0, 0.0], [0.0, 0.0, 0.0], [0.0, 0.0, 0.0], [0.0, 0.0, 0.0], [0.0, 0.0, 0.0], [0.0, 0.0, 0.0], [0.0, 0.0, 0.0], [0.0, 0.0, 0.0], [0.0, 0.0, 0.0], [0.1, 0.0, 0.0], [0.1, -0.3, 0.0], [0.0, 0.0, 0.0], [-0.1, 0.3, 0.1], [0.1, 0.1, -0.1], [-0.5, -0.1, 0.1], [0.8, 0.3, -0.1], [0.1, -0.1, 0.0], [0.0, 0.1, 0.0], [0.0, 0.0, 0.0], [0.0, 0.0, 0.0], [-0.2, 0.2, -0.3], [0.2, 0.1, 0.4], [0.0, 0.0, 0.2], [0.2, -0.2, -0.1], [0.2, 0.1, -0.1], [-0.2, 0.2, -0.1], [0.1, 0.0, -0.2], [0.0, 0.0, 0.0], [0.0, 0.0, 0.0], [0.0, 0.0, 0.0], [0.0, 0.0, 0.0], [0.0, 0.0, 0.0], [0.0, 0.0, 0.0], [0.0, 0.0, 0.0], [0.0, 0.0, 0.0], [0.0, 0.0, 0.0], [-0.1, 0.0, 0.1], [0.0, 0.0, 0.0]], "mulliken_charge": [1.639, -1.449, 0.812, -0.549, -1.006, 1.019, -1.460, 0.520, -0.976, 0.746, -0.831, 0.455, -0.294, -0.693, -0.397, -0.812, -0.224, 0.350, 0.406, 0.315, 0.379, 0.432, 0.336, 0.322, 0.457, 0.407, 0.400, 0.418, 0.386, -0.283, 0.707, -0.385, -0.271, 0.296, -0.002, 0.282, -0.385, 0.299, -0.302, 0.043, -0.260, -0.301, -0.272, -1.091, 0.546, -1.131, -1.198, -0.434, 0.506, 0.320, 0.294, 0.434, 0.364, 0.356, 0.419, 0.382, 0.382, 0.333, 0.241]}